Density functional theory data (ωB97M-V/def2-TZVPD) for 2 unconnected molecules or ions with the total composition C4H13N2O in a non-equilibrium geometry.

Atoms and positions in Å:
C: -1.0166 -1.4787 2.5009
C: -0.6868 -0.1524 1.7778
C: 0.3127 -0.3664 0.6340
C: -0.1546 -0.7287 -0.5798
N: 0.4327 0.0399 -1.7229
N: 1.6462 0.1054 0.7912
H: -1.2965 -2.1862 1.7241
H: -0.0691 -1.9416 2.7889
H: -1.6120 -1.3059 3.3790
H: -1.5731 0.3790 1.4438
H: -0.2348 0.5332 2.4779
H: -0.8100 -1.4966 -0.9836
H: 0.6997 -0.4886 -2.5662
H: 1.3839 0.2978 -1.2889
H: -0.0349 0.8968 -2.0055
H: 1.6314 0.6926 1.6128
H: 2.2804 -0.6680 0.9440
H: 0.5224 2.5788 -3.7434
H: -1.0476 2.9804 -3.6594
O: -0.3734 2.3091 -3.5249

Output
Relative energy (zero: lowest compared OMol25 entry of this formula, charge and spin)   275.5 kJ/mol
Charge   +1
Frontier orbital gap   9.763 eV

Here are the Mulliken charges for atoms 1 to 8, given in e: number 1, C, carries -1.13; number 2, C, carries -0.50; number 3, C, carries 0.39; number 4, C, carries -0.63; number 5, N, carries -0.31; number 6, N, carries -0.59; number 7, H, carries 0.33; number 8, H, carries 0.33